C54H135F2N10O26S3Sn as an isolated structure in a non-equilibrium geometry, computed with ωB97M-V/def2-TZVPD.

The HOMO energy comes out at -4.6 eV. The calculation puts the orbital gap at 0.2110 Ha. The net charge is -1.

Cartesian coordinates (Å):
Sn  -3.4035  -1.0568  1.3563
S  -6.0458  1.3807  1.7915
O  -4.8299  1.5607  1.0073
O  -6.3754  2.5559  2.5819
O  -7.1778  1.0772  0.9407
O  -5.7294  0.3045  2.6750
N  -1.0445  -0.0304  -0.1326
S  -0.1135  -0.2557  -1.2833
O  1.3400  -0.2121  -1.0169
O  -0.5372  0.0026  -2.6134
F  -0.3622  -1.8516  -1.2933
S  -1.0626  1.6472  -0.3909
O  -1.9228  2.1863  -1.4307
O  0.1954  2.3442  -0.1446
F  -1.8789  2.0024  0.9681
C  -7.9914  6.1869  -2.9058
O  -7.3173  5.2180  -2.0546
C  -5.9761  5.1045  -2.4515
C  -5.2500  3.9084  -1.7252
N  -5.1625  3.9646  -0.2652
C  -4.2033  4.9306  0.1565
C  -3.7923  4.6832  1.6364
O  -2.7768  5.5180  2.2662
C  -1.5535  5.4986  1.5253
H  -7.9324  5.8902  -3.9530
H  -7.6898  7.2182  -2.7224
H  -9.0037  6.1734  -2.5017
H  -5.4549  6.0357  -2.2293
H  -5.9345  4.8515  -3.5109
H  -4.2442  3.7871  -2.1275
H  -5.6301  2.9075  -1.9301
H  -4.9799  3.0873  0.2008
H  -4.6190  5.9347  0.0726
H  -3.3425  4.9287  -0.5123
H  -3.4589  3.6458  1.6619
H  -4.6699  4.6179  2.2796
H  -0.7911  6.1716  1.9176
H  -1.7669  5.7735  0.4923
H  -1.2456  4.4530  1.5257
C  6.9349  0.0406  3.7609
O  6.9054  0.2435  2.3311
C  8.1721  0.4921  1.7597
C  8.0172  0.3471  0.2315
N  7.0956  1.3500  -0.2527
C  6.9779  1.3280  -1.6879
C  5.7004  2.1017  -2.1510
O  4.4936  1.5202  -1.7292
C  3.4250  2.4815  -1.7359
H  7.2294  -0.9958  3.9260
H  5.9217  0.2537  4.1017
H  7.5478  0.7814  4.2744
H  8.8444  -0.2681  2.1576
H  8.5059  1.5020  1.9978
H  7.6806  -0.6720  0.0414
H  8.9801  0.4995  -0.2560
H  6.2030  1.0863  0.1396
H  6.8873  0.3310  -2.1189
H  7.8275  1.7723  -2.2066
H  5.4693  2.0697  -3.2157
H  5.7796  3.1400  -1.8291
H  3.4716  3.2564  -0.9706
H  2.4722  1.9539  -1.6935
H  3.4438  3.0479  -2.6670
C  -3.4426  -1.6203  5.4692
O  -3.5066  -2.4270  4.3355
C  -3.1244  -3.8002  4.5467
C  -3.4769  -4.7218  3.3869
N  -2.7971  -4.2953  2.1445
C  -3.1043  -5.2365  0.9732
C  -2.4729  -4.7981  -0.3315
O  -3.0620  -3.6269  -0.9667
C  -2.4961  -3.4316  -2.2430
H  -4.1734  -2.0025  6.1819
H  -3.6764  -0.5700  5.2949
H  -2.4564  -1.6392  5.9331
H  -3.6842  -4.1888  5.3973
H  -2.0869  -3.8872  4.8693
H  -4.5491  -4.6736  3.1965
H  -3.2755  -5.7186  3.7793
H  -1.8093  -4.3179  2.3534
H  -4.1870  -5.2852  0.8564
H  -2.7706  -6.2485  1.2028
H  -2.4917  -5.5329  -1.1364
H  -1.4100  -4.6370  -0.1512
H  -2.8397  -4.0695  -3.0572
H  -1.4097  -3.5171  -2.2187
H  -2.6629  -2.3849  -2.4973
C  0.1162  -5.6688  3.4875
O  0.0139  -4.5783  2.5751
C  1.0496  -3.6592  2.7392
C  0.9225  -2.5024  1.7594
N  -0.1044  -1.5006  2.1442
C  0.2984  -0.7715  3.3463
C  -0.3997  0.5950  3.4456
O  -1.7677  0.4581  3.7561
C  -2.5273  1.6461  3.9818
H  0.9835  -6.2795  3.2370
H  -0.8341  -6.1974  3.4129
H  0.1859  -5.3379  4.5237
H  2.0235  -4.1102  2.5488
H  1.1707  -3.1947  3.7178
H  0.6643  -2.8182  0.7486
H  1.8853  -2.0015  1.6578
H  -0.2059  -0.9188  1.3248
H  1.3724  -0.6022  3.4239
H  0.0461  -1.3558  4.2312
H  -0.1789  1.0990  2.5047
H  0.1389  1.1943  4.1798
H  -2.4318  2.5047  3.3171
H  -2.2806  2.1131  4.9353
H  -3.5817  1.3849  4.0718
C  5.4577  -5.6409  3.2422
O  5.2817  -4.5285  2.3539
C  4.9369  -3.2986  2.9130
C  4.9391  -2.1980  1.8051
N  4.0170  -2.5993  0.7498
C  4.0935  -1.6800  -0.4428
C  5.3692  -1.9930  -1.2790
O  5.4078  -3.3373  -1.7511
C  4.5076  -3.7536  -2.7632
H  6.4088  -5.7163  3.7694
H  5.3962  -6.6040  2.7356
H  4.6368  -5.6615  3.9591
H  5.6502  -3.0664  3.7037
H  3.9590  -3.3668  3.3896
H  5.9204  -2.0605  1.3509
H  4.5882  -1.2833  2.2829
H  4.2283  -3.5502  0.4826
H  3.9661  -0.5983  -0.4009
H  3.2427  -1.9949  -1.0470
H  6.3159  -1.8666  -0.7538
H  5.3669  -1.3446  -2.1552
H  4.4898  -3.0944  -3.6311
H  3.4540  -3.7974  -2.4872
H  4.7427  -4.7855  -3.0242
C  1.0739  -2.5094  -4.7385
O  2.3994  -2.0360  -4.9761
C  2.4522  -0.6649  -4.6451
C  3.8864  -0.1151  -5.0893
N  4.0605  -0.3439  -6.5182
C  5.4314  -0.0432  -6.9914
C  6.4476  -1.0320  -6.3458
O  5.8406  -2.3059  -6.3409
C  6.6371  -3.3979  -5.8585
H  0.3058  -1.8886  -5.1995
H  0.8780  -2.5908  -3.6693
H  0.9552  -3.5152  -5.1414
H  2.3687  -0.6334  -3.5587
H  1.6765  -0.0546  -5.1077
H  4.6616  -0.5970  -4.4935
H  4.0016  0.9290  -4.7985
H  4.0481  -1.3538  -6.5215
H  5.7969  0.9735  -6.8472
H  5.4847  -0.2527  -8.0598
H  6.7436  -0.7872  -5.3257
H  7.3530  -1.0086  -6.9523
H  7.6267  -3.5087  -6.3017
H  6.0625  -4.3183  -5.9635
H  6.9800  -3.3736  -4.8241
C  2.3566  2.5368  7.7007
O  1.0624  2.8623  7.3187
C  1.0525  4.1795  6.8160
C  0.6007  4.3381  5.3356
N  1.7566  3.9738  4.4629
C  1.3700  3.9744  3.0578
C  2.4325  3.3664  2.2012
O  2.4378  1.9514  2.4563
C  3.1022  1.2177  1.4677
H  2.5508  3.1004  8.6132
H  3.0506  2.7637  6.8914
H  2.4687  1.4534  7.7424
H  1.9271  4.7191  7.1792
H  0.3669  4.7301  7.4601
H  0.2258  5.3564  5.2327
H  -0.1535  3.5607  5.2130
H  2.1097  3.0400  4.6163
H  1.1589  5.0016  2.7602
H  0.4146  3.4571  2.9694
H  3.4320  3.7833  2.3246
H  2.1536  3.5920  1.1719
H  2.6223  1.2309  0.4891
H  3.1403  0.1471  1.6689
H  4.1679  1.4328  1.3900
C  -5.7099  3.2727  -5.9252
O  -4.6221  3.1796  -5.0581
C  -3.4897  2.5093  -5.6404
C  -2.4805  2.2099  -4.5956
N  -1.3668  1.3791  -5.0579
C  -0.2933  2.1193  -5.7532
C  0.8193  2.7572  -4.8664
O  0.2931  3.8445  -4.1971
C  1.2740  4.8273  -3.8736
H  -5.9497  2.3603  -6.4711
H  -5.5505  4.0790  -6.6411
H  -6.5916  3.4498  -5.3093
H  -3.1400  3.1446  -6.4541
H  -3.8007  1.5909  -6.1383
H  -2.9343  1.6758  -3.7607
H  -2.0631  3.0976  -4.1205
H  -1.1031  0.8918  -4.2134
H  -0.6716  2.8193  -6.4981
H  0.2445  1.3057  -6.2400
H  1.5621  3.0613  -5.6038
H  1.2899  2.0361  -4.1980
H  0.8316  5.4777  -3.1190
H  1.6768  5.3545  -4.7384
H  2.1758  4.4772  -3.3712
C  -6.9054  -4.8176  4.6672
O  -6.8191  -4.3427  3.3161
C  -6.7615  -2.9315  3.1902
C  -7.0034  -2.5621  1.7157
N  -6.0723  -3.2421  0.8281
C  -6.3871  -3.0835  -0.6538
C  -6.1577  -1.6800  -1.1629
O  -4.7869  -1.2578  -1.2722
C  -4.7528  -0.0144  -1.9667
H  -7.7334  -4.4280  5.2594
H  -5.9060  -4.6024  5.0454
H  -7.0948  -5.8908  4.6458
H  -5.8219  -2.5008  3.5362
H  -7.5144  -2.4317  3.7996
H  -6.9375  -1.4775  1.6290
H  -8.0082  -2.9268  1.5026
H  -5.9676  -4.1781  1.1929
H  -7.4271  -3.3888  -0.7691
H  -5.9006  -3.8862  -1.2080
H  -6.7565  -0.9679  -0.5950
H  -6.5870  -1.5629  -2.1579
H  -3.7131  0.2915  -2.0832
H  -5.2810  0.7799  -1.4393
H  -5.3057  -0.0136  -2.9061

Forces on the atoms, in the same order (eV/Å):
Sn -1.823 0.663 0.418
S -3.373 3.281 -0.033
O 3.522 -0.427 -2.082
O 0.691 0.714 0.382
O -0.585 -1.165 -1.292
O 1.810 -5.216 2.974
N -2.185 4.665 1.192
S 6.573 -7.013 -3.792
O -2.781 0.639 -0.216
O -0.220 1.376 -0.323
F 0.358 -0.213 0.520
S -2.420 5.281 2.633
O 1.323 -1.763 1.382
O -1.224 -1.781 -0.654
F 0.541 -0.926 -1.068
C -0.281 -1.110 1.938
O -0.588 1.113 -0.996
C 0.713 -1.899 1.031
C -0.075 -0.421 0.928
N -0.415 1.207 -0.669
C 0.271 1.096 1.134
C 0.257 -0.816 -0.193
O -0.443 0.443 -0.641
C -1.299 -0.697 -0.247
H -0.050 0.153 -0.088
H 0.734 0.057 -0.238
H -0.284 -0.200 -0.550
H 0.264 0.161 -0.170
H 0.241 0.286 -0.282
H 0.496 0.660 -0.517
H -0.967 0.294 -0.419
H -0.204 -0.498 -0.431
H -0.111 0.377 0.038
H 0.613 -0.112 -0.120
H 0.412 -0.168 -0.027
H -0.037 0.666 0.011
H -0.283 -0.073 0.401
H 0.281 0.139 -0.128
H 0.695 -0.027 -0.140
C -0.565 0.486 -1.363
O -0.316 0.372 0.743
C -0.366 -0.444 -0.633
C 0.494 0.345 1.126
N -0.005 -0.164 0.004
C -1.803 0.402 -1.276
C 0.328 -0.156 -0.451
O -1.017 0.107 1.936
C 0.125 -0.365 -0.703
H 0.117 0.067 0.493
H -0.082 -0.436 0.026
H 0.477 -0.167 -0.084
H 0.542 0.046 -0.111
H 0.190 0.098 0.136
H 0.033 -0.221 -0.200
H 0.163 -0.083 0.060
H -0.446 0.290 0.047
H 0.033 -0.496 0.119
H 0.195 0.270 0.285
H 1.519 0.417 -0.692
H -0.011 0.170 0.183
H 0.304 -0.293 0.526
H 0.169 -0.067 0.207
H 0.088 -0.141 -0.407
C -0.085 -0.075 1.100
O 0.428 -0.810 -1.597
C -0.794 0.667 0.371
C -0.147 1.562 -0.580
N -0.932 -1.197 -0.758
C -0.161 1.277 0.921
C 0.179 0.759 -0.872
O 0.230 -0.881 1.150
C 0.712 1.042 -0.078
H -0.092 0.041 0.413
H -0.107 -0.289 -0.643
H 0.251 -0.108 0.041
H -0.277 0.032 0.352
H 0.448 0.243 -0.359
H -0.093 0.009 0.116
H 0.371 -0.525 -0.353
H 0.400 0.176 -0.464
H -0.053 0.095 0.100
H 0.203 -0.216 -0.037
H -0.270 -0.799 0.410
H 0.290 0.399 0.057
H -0.572 -0.349 0.242
H 0.082 -0.280 0.125
H -0.311 -0.106 -0.166
C -0.486 0.468 -0.347
O -0.036 -0.404 0.918
C 1.103 1.282 -1.140
C -0.830 0.483 -0.030
N 0.348 -0.967 0.293
C -1.153 0.542 0.101
C 0.958 -0.277 -0.096
O -0.431 -0.073 -0.870
C -0.193 0.664 1.013
H -0.061 -0.252 0.026
H 0.225 -0.384 -0.168
H 0.216 0.248 0.123
H 0.131 -0.460 -0.204
H -0.625 -0.382 0.618
H 0.043 -0.440 0.059
H 0.272 -0.164 0.185
H 0.201 0.471 0.574
H 0.365 0.175 -0.361
H -0.210 -0.119 0.094
H -0.510 0.259 -0.268
H -0.141 0.091 0.500
H 0.238 -0.576 -0.870
H 0.406 -0.320 0.519
H 0.017 -0.191 -0.456
C -0.765 0.271 -0.060
O 0.687 -1.753 -0.580
C 0.464 0.763 -0.097
C -0.496 -1.571 0.390
N -0.316 2.034 0.143
C 0.670 -2.473 -0.788
C -1.122 -0.124 -0.647
O 0.074 -0.645 0.288
C -0.423 0.313 0.114
H 0.224 0.788 0.096
H -0.164 0.344 -0.724
H -0.017 0.126 0.342
H 0.214 0.374 0.158
H -0.353 0.119 -0.032
H 0.442 0.157 0.633
H 0.178 0.166 -0.129
H 0.126 0.030 -0.424
H 0.115 -0.063 1.141
H -0.030 0.124 -0.280
H -0.215 0.043 0.142
H 0.068 0.384 -0.124
H 0.473 0.043 -0.259
H -0.203 0.190 0.674
H 0.425 0.177 -0.141
C 0.250 -0.556 0.027
O -1.016 -0.110 -0.655
C 2.514 0.513 0.190
C -1.390 -0.195 0.722
N 0.682 0.719 0.207
C 0.173 -1.430 0.618
C -0.022 0.296 -0.084
O 0.759 -1.107 0.193
C 0.208 0.126 0.165
H 0.067 0.281 -0.026
H -0.053 0.257 0.237
H 0.332 -0.007 -0.174
H -0.087 0.623 0.251
H -0.176 -0.239 -0.202
H 0.047 -0.525 0.214
H -0.421 0.331 -0.293
H -0.441 -0.361 -0.701
H -0.431 0.145 0.247
H -0.265 0.106 -0.101
H -0.068 0.302 0.224
H 0.278 -0.222 -0.129
H -0.136 0.158 -1.137
H -0.018 0.208 -0.251
H -0.816 0.718 0.669
C 0.438 -0.671 -0.562
O -0.435 -0.209 -1.026
C -1.511 1.377 0.794
C 2.421 -1.889 1.525
N -0.384 1.245 -0.207
C -0.055 0.657 0.917
C -0.494 -0.623 -0.705
O 0.012 0.352 0.025
C 0.450 -0.957 -0.549
H 0.763 -0.428 0.216
H 0.362 0.615 0.121
H -0.328 -0.071 0.867
H 0.835 -0.153 -1.087
H -1.006 -0.046 -0.200
H 0.147 -0.152 -0.615
H -0.735 0.390 -0.121
H -0.287 -0.209 0.725
H 0.202 0.128 -0.172
H -0.119 -0.386 -0.581
H 0.123 0.097 0.472
H -0.071 -0.414 -0.350
H -0.077 0.603 -0.028
H -0.575 -0.078 0.766
H 0.217 0.708 -0.122
C -0.375 0.141 0.225
O 0.680 -0.914 0.196
C -1.181 0.565 -0.587
C 0.926 0.155 1.048
N -0.964 0.801 -0.570
C 0.917 -1.830 1.700
C -1.097 -0.476 -1.690
O 0.725 1.388 0.809
C -0.232 -0.102 0.732
H 0.378 -0.354 -0.136
H -0.193 0.179 -0.214
H -0.008 0.397 -0.037
H 0.522 0.231 -0.097
H -0.203 -0.362 0.144
H -0.374 -0.070 -0.175
H -0.353 0.498 -0.124
H 0.910 -0.016 -0.444
H -0.112 -0.015 0.211
H 0.188 0.201 -0.728
H 0.500 0.256 -0.046
H -0.097 -0.214 0.229
H -0.207 0.337 -0.459
H -0.497 0.240 -0.327
H -0.032 -0.835 0.064
C 0.654 -0.006 -1.162
O -0.906 -0.469 0.347
C 0.026 0.787 -0.687
C -0.250 -0.439 0.736
N 1.070 1.328 -0.718
C 0.250 -1.220 1.940
C -0.439 0.176 -0.342
O -0.365 -0.184 0.564
C -0.164 0.934 0.302
H 0.147 0.706 -0.083
H -0.234 -0.129 1.025
H 0.340 -0.079 -0.264
H 0.441 -0.296 0.019
H -0.364 -0.116 -0.007
H -0.170 0.037 -0.062
H -0.513 0.277 -0.189
H -0.037 -0.282 -0.719
H -0.555 0.667 -0.207
H 0.756 0.362 0.015
H 0.298 0.269 0.589
H -0.051 -0.468 -0.369
H -0.059 -0.154 -0.165
H 0.167 -0.058 0.721
H 0.357 -0.703 -0.494